# C9H14BO2P

A single C9H14BO2P molecule (wB97M-V/def2-TZVPD, OMol25).

**Total charge**: 0
**Gap between HOMO and LUMO**: 9.1 eV
**DFT total energy**: -868.08665 hartree
**SMILES string**: COB(O)PCc1ccccc1C

Cartesian coordinates (Å):
C1 4.38920 0.31619 0.31318
O1 3.77421 0.36153 -0.97345
B1 2.46231 -0.05622 -0.99243
O2 2.20933 -1.39392 -0.96571
P1 1.00097 1.18505 -1.09832
C2 0.08778 1.10548 0.53240
C3 -0.95861 0.01862 0.45046
C4 -0.66991 -1.23323 0.92381
C5 -1.61162 -2.21553 0.85424
C6 -2.82689 -1.97999 0.29055
C7 -3.11422 -0.73988 -0.18589
C8 -2.19388 0.27094 -0.10210
C9 -2.59649 1.62860 -0.62679
H1 5.06990 -0.53377 0.36925
H2 3.66226 0.19382 1.11990
H3 4.97128 1.22182 0.46989
H4 1.33933 -1.58961 -1.33488
H5 1.55882 2.48258 -1.11777
H6 0.75686 0.92087 1.36976
H7 -0.41197 2.05622 0.69720
H8 0.30033 -1.42660 1.35789
H9 -1.39195 -3.20005 1.24727
H10 -3.56819 -2.76408 0.23573
H11 -4.07024 -0.53509 -0.64696
H12 -3.05850 2.19438 0.18724
H13 -1.75291 2.21023 -0.98298
H14 -3.35720 1.50163 -1.39148

---

# C9H14Br2Cl4N2O6P

2 unconnected molecules or ions with the total composition C9H14Br2Cl4N2O6P (wB97M-V/def2-TZVPD, OMol25).

**Total charge**: -1
**Gap between HOMO and LUMO**: 7.5 eV
**DFT total energy**: -8242.30262 hartree

Cartesian coordinates (Å):
C1 3.36487 -0.33005 -2.48002
C2 1.78167 -0.65197 -2.37168
Br1 1.05025 -0.18055 -4.13599
C3 1.26302 0.24142 -1.15799
Br2 1.71781 2.12424 -1.66384
C4 -0.25376 0.02411 -0.71498
C5 -0.78595 -1.27095 -1.42379
O1 -0.43109 -2.44793 -1.17784
O2 -1.61396 -1.10674 -2.41792
N1 -0.35717 0.09344 0.74528
N2 0.38837 1.10334 1.35748
C6 -0.42092 -1.14771 1.49347
C7 1.05019 -1.94322 1.41823
C8 2.10112 -1.54254 2.66440
O3 1.29161 -2.91741 2.46328
P1 -1.44199 1.41108 -1.31330
O4 -1.28825 2.69817 -0.56059
O5 -3.05224 0.95688 -1.05468
O6 -1.29877 1.75000 -2.93555
H1 3.91207 -1.30559 -2.65775
H2 3.54724 0.32394 -3.36443
H3 3.76741 0.07948 -1.51544
H4 1.76458 -1.75455 -2.14613
H5 1.98669 0.00902 -0.32380
H6 1.35047 0.82639 1.56888
H7 -0.10809 1.35290 2.21848
H8 -1.18262 -1.90047 1.17415
H9 -0.53645 -0.99902 2.59707
H10 1.50883 -2.11432 0.37072
H11 2.88673 -1.34972 1.82160
H12 2.82144 -2.19525 3.21738
H13 -3.60829 1.73356 -1.23991
H14 -2.19172 2.00516 -3.24045
C9 -3.79453 1.68362 2.95526
Cl1 -5.06487 0.48571 3.28224
Cl2 -2.49225 0.92937 2.02489
Cl3 -4.48035 3.03119 2.02798
Cl4 -3.15113 2.29498 4.49525